26
Properties=species:S:1:pos:R:3 method="wB97M-V/def2-TZVPD" multiplicity=1 homo_ev=-4.1 charge=-1 homo_lumo_gap_ev=7.575 largest_force_ev_per_a=2.55 de_lowest_kcal_mol=18.47 energy_ev=-17188.57015 lumo_energy_ev=3.5
C 2.596 0.453 -2.757
C 1.075 -1.083 -1.308
C 0.259 0.406 0.137
C 1.596 0.151 -1.713
C 1.135 1.095 -0.739
C -0.338 1.065 1.189
C -0.280 2.458 1.250
C 1.236 2.483 -0.603
C 0.450 3.183 0.324
N 0.275 -0.949 -0.205
H 0.015 -1.722 0.431
H 1.527 -1.957 -1.784
H -0.878 0.631 2.019
H 3.401 -0.299 -2.747
H 3.108 1.380 -2.428
H -0.841 2.915 2.062
H 1.885 3.059 -1.264
H 0.447 4.264 0.287
H 2.155 0.674 -3.737
C -3.264 -2.885 1.646
C -1.936 -2.195 1.629
O -0.867 -2.871 1.493
O -1.917 -0.972 1.880
H -4.035 -2.221 1.302
H -3.519 -3.280 2.624
H -3.285 -3.782 1.012


26
Properties=species:S:1:pos:R:3 method="wB97M-V/def2-TZVPD" multiplicity=1 homo_ev=-4.6 charge=-1 homo_lumo_gap_ev=7.929 largest_force_ev_per_a=11.62 de_lowest_kcal_mol=77.69 energy_ev=-17186.00202 lumo_energy_ev=3.3
C 0.645 0.812 -3.277
C 1.032 0.114 -0.805
C -0.922 0.340 0.149
C 0.228 0.514 -1.822
C -1.062 0.832 -1.296
C -1.969 0.774 1.037
C -3.196 1.225 0.564
C -2.281 1.386 -1.747
C -3.335 1.519 -0.898
N 0.400 0.021 0.405
H 0.659 -0.697 1.236
H 2.010 -0.179 -0.920
H -1.726 0.797 2.203
H 0.007 1.523 -3.745
H 0.299 -0.062 -4.029
H -3.974 1.368 1.245
H -2.322 1.577 -2.806
H -4.200 1.818 -1.433
H 1.743 1.223 -3.369
C 2.475 -2.771 3.008
C 2.796 -1.300 2.391
O 1.918 -0.424 2.258
O 3.968 -1.231 1.963
H 1.839 -3.359 2.371
H 1.803 -2.544 3.963
H 3.165 -3.274 3.354


26
Properties=species:S:1:pos:R:3 method="wB97M-V/def2-TZVPD" multiplicity=1 homo_ev=-4.5 charge=-1 homo_lumo_gap_ev=7.663 largest_force_ev_per_a=4.44 de_lowest_kcal_mol=27.80 energy_ev=-17188.16554 lumo_energy_ev=3.2
C 0.681 -1.580 3.524
C 1.477 -0.222 1.498
C -0.448 0.230 0.464
C 0.515 -0.849 2.239
C -0.733 -0.649 1.543
C -1.443 0.575 -0.468
C -2.666 -0.039 -0.206
C -1.972 -1.244 1.753
C -2.923 -0.969 0.784
N 0.914 0.464 0.426
H 1.305 0.506 -0.547
H 2.558 -0.179 1.668
H -1.197 1.316 -1.233
H 1.742 -1.511 3.774
H 0.228 -2.604 3.670
H -3.336 0.506 -0.958
H -2.001 -2.087 2.415
H -3.914 -1.456 0.845
H 0.200 -1.112 4.375
C 1.254 2.131 -3.834
C 1.905 0.797 -3.473
O 1.946 0.559 -2.226
O 2.425 0.056 -4.327
H 0.459 2.449 -3.142
H 0.932 2.018 -4.852
H 2.092 2.896 -3.713